1.
# C24H31N5O6PtSe2Te

C24H31N5O6PtSe2Te as an isolated structure (the ωB97M-V functional and the def2-TZVPD basis, the OMol25 dataset).

Geometry as XYZ:
```
70
Properties=species:S:1:pos:R:3:forces:R:3
Pt -0.119 0.503 0.686 -0.2 0.2 0.6
O 1.101 5.454 0.930 0.0 -0.1 0.0
C -0.188 4.835 0.873 0.0 0.1 0.0
C -0.516 4.299 -0.520 0.0 0.0 -0.1
C -0.713 5.482 -1.484 0.0 0.0 0.0
O -1.837 6.317 -1.208 0.0 0.0 0.0
C -1.782 3.435 -0.501 0.0 0.0 -0.1
Se -2.001 2.006 0.843 0.1 0.0 0.1
C 0.644 3.494 -1.128 -0.1 0.0 0.1
Se 1.521 2.238 0.087 0.2 0.1 -0.3
H 1.719 4.706 0.940 0.0 0.0 0.0
H -0.917 5.601 1.146 0.0 0.0 0.0
H -0.252 4.024 1.598 0.0 0.0 0.0
H -0.782 5.094 -2.510 0.0 0.0 0.0
H 0.162 6.131 -1.419 0.0 0.0 0.0
H -2.597 5.733 -1.118 0.0 0.0 0.0
H -1.915 3.009 -1.499 0.0 0.0 0.0
H -2.668 4.045 -0.285 0.0 0.0 0.0
H 1.413 4.180 -1.493 0.1 0.0 0.1
H 0.271 2.927 -1.981 0.0 0.0 0.0
C 2.519 -0.833 1.392 -0.1 0.0 -0.1
N 1.387 -1.040 0.455 0.1 -0.2 0.0
C 0.860 -2.423 0.679 0.0 0.1 -0.1
N 1.896 -3.434 0.472 0.0 0.0 0.0
C 2.993 -3.160 1.396 0.0 0.0 0.0
N 3.572 -1.830 1.194 0.0 0.0 0.0
C 4.031 -1.745 -0.195 0.0 0.0 0.0
N 2.960 -1.995 -1.159 0.0 0.0 0.0
C 1.913 -0.997 -0.945 -0.1 0.1 0.1
C 2.401 -3.319 -0.892 0.0 0.0 0.0
H 2.123 -0.894 2.407 0.0 0.0 0.0
H 2.926 0.164 1.222 0.0 0.0 0.0
H 0.029 -2.566 -0.009 0.0 0.0 0.0
H 0.486 -2.477 1.698 0.0 0.0 0.0
H 3.777 -3.909 1.251 0.0 0.0 0.0
H 2.618 -3.229 2.419 0.0 0.0 0.0
H 4.823 -2.485 -0.346 0.0 0.0 0.0
H 4.436 -0.746 -0.370 0.0 0.0 0.0
H 1.062 -1.172 -1.602 0.0 0.0 0.0
H 2.312 0.001 -1.113 0.0 0.0 0.0
H 3.180 -4.072 -1.049 0.0 0.0 0.0
H 1.582 -3.502 -1.590 0.0 0.0 0.0
O -2.577 -2.392 -0.228 0.1 -0.1 0.1
C -2.079 -1.933 -1.265 -0.3 0.0 -0.4
O -1.176 -1.085 -1.429 0.1 -0.2 -0.1
C -2.655 -2.520 -2.594 0.1 0.2 0.2
C -2.283 -1.974 -3.819 0.0 0.0 -0.1
C -2.775 -2.493 -5.007 0.1 0.0 0.3
C -3.636 -3.575 -4.929 -0.1 -0.3 -0.6
C -4.031 -4.147 -3.731 0.1 0.1 0.2
C -3.531 -3.600 -2.560 -0.1 -0.1 0.0
N -4.164 -4.150 -6.191 -0.2 0.5 0.4
O -3.847 -3.621 -7.241 0.1 -0.1 -0.1
O -4.944 -5.083 -6.117 0.1 -0.2 0.0
H -1.597 -1.137 -3.803 0.0 0.0 0.0
H -2.502 -2.082 -5.967 0.0 0.0 0.0
H -4.706 -4.989 -3.729 0.0 0.0 0.0
H -3.804 -3.989 -1.587 0.0 0.0 0.0
Te -1.315 -0.667 2.770 -0.2 -0.2 -0.1
C -0.193 0.315 4.271 0.1 0.2 0.0
C -0.302 -0.101 5.601 0.0 0.0 0.0
C 0.417 0.517 6.614 0.0 0.0 0.0
C 1.269 1.576 6.326 0.0 0.0 0.0
C 1.380 2.006 5.010 0.0 0.0 0.0
C 0.661 1.389 3.996 -0.1 0.0 0.0
H -0.959 -0.928 5.847 0.0 0.0 0.0
H 0.313 0.169 7.637 0.0 0.0 0.0
H 1.833 2.061 7.116 0.0 0.0 0.0
H 2.031 2.839 4.762 0.0 0.0 0.0
H 0.743 1.743 2.975 0.0 0.0 0.0
```
Forces are in eV/Å.

Output
- HOMO energy: -0.0505 Ha
- Total energy: -6848.59961 a.u.
- Total charge: -2
- Frontier orbital gap: 4.96 eV

---

2.
# C6H6BrF2IN2

A 2-piece molecular cluster, C6H6BrF2IN2 overall in a non-equilibrium geometry (the ωB97M-V functional and the def2-TZVPD basis, the OMol25 dataset).

Geometry as XYZ:
```
18
Properties=species:S:1:pos:R:3:forces:R:3
C -0.518 -2.911 0.972 1.3 0.2 0.5
C 0.495 -2.121 0.426 0.1 1.5 -1.2
C -0.155 -0.971 -0.044 -0.6 -0.5 -0.6
C 0.529 1.321 0.555 0.8 -1.1 -0.7
C 0.388 0.287 -0.618 3.6 -1.2 3.1
C -3.339 -0.636 -0.339 2.4 0.9 -1.7
N -1.662 -2.289 0.854 -1.0 -2.1 1.5
N -1.491 -1.194 0.259 -1.5 2.8 -1.8
F -3.193 -0.298 -1.693 -0.1 -0.8 2.9
F -3.844 0.420 0.279 1.1 -0.7 -0.3
Br -4.235 -2.194 0.022 -0.7 -0.2 -0.3
I 2.458 -2.502 -0.192 -0.4 -0.2 0.6
H -0.346 -3.708 1.642 -0.3 -1.1 0.2
H -0.425 1.170 1.090 0.7 0.8 0.4
H 0.687 2.329 0.119 -0.2 -0.5 0.6
H 1.450 0.979 1.124 -1.4 0.7 -0.2
H 1.417 0.102 -1.037 -1.1 0.0 0.3
H -0.154 0.706 -1.334 -2.7 1.4 -3.2
```
Forces are in eV/Å.

Output
- HOMO energy: -0.3188 Ha
- Total energy: -3413.04824 a.u.
- Frontier orbital gap: 8.09 eV

---

3.
# C26H32FN2ORu

C26H32FN2ORu as an isolated structure (the ωB97M-V functional and the def2-TZVPD basis, the OMol25 dataset).

Geometry as XYZ:
```
63
Properties=species:S:1:pos:R:3:forces:R:3
Ru -0.872 0.933 -0.071 -0.6 0.4 0.1
O 0.458 2.185 -1.163 0.0 0.0 -0.1
C 1.510 1.716 -2.077 0.0 0.0 0.0
C 0.933 1.419 -3.441 0.0 0.0 0.0
C -0.347 0.575 -3.360 0.0 0.0 0.0
C -0.157 -0.684 -2.559 0.0 0.0 0.0
C 0.271 -1.827 -3.226 0.0 0.0 0.0
C 0.521 -3.000 -2.544 0.0 0.0 0.0
C 0.324 -3.015 -1.169 0.0 0.0 0.0
C -0.104 -1.864 -0.557 0.0 0.0 0.0
N -0.340 -0.706 -1.215 0.0 -0.1 -0.1
H 0.165 3.062 -1.444 0.0 0.0 0.0
H 1.919 0.832 -1.592 0.0 0.0 0.0
H 2.282 2.482 -2.104 0.0 0.0 0.0
H 1.699 0.903 -4.023 0.0 0.0 0.0
H 0.714 2.345 -3.976 0.0 0.0 0.0
H -0.651 0.293 -4.367 0.0 0.0 0.0
H -1.161 1.177 -2.961 0.0 0.0 0.0
H 0.404 -1.775 -4.299 0.0 0.0 0.0
H 0.860 -3.884 -3.068 0.0 0.0 0.0
H 0.496 -3.904 -0.579 0.0 0.0 0.0
H -0.272 -1.862 0.508 0.0 0.0 0.0
C -3.245 -3.694 0.453 0.0 0.0 -0.1
C -3.038 -2.881 1.741 0.1 0.1 0.0
C -3.444 -3.710 2.965 0.0 0.0 0.0
C -3.819 -1.585 1.624 0.2 0.0 0.0
C -5.194 -1.648 1.620 -0.2 0.0 0.1
C -5.968 -0.548 1.289 0.0 0.1 -0.1
C -5.381 0.668 0.881 -0.3 -0.1 0.1
C -4.029 0.796 0.796 0.2 0.1 0.0
C -3.452 2.129 0.335 0.0 -0.1 0.0
C -3.010 2.010 -1.117 0.3 0.0 0.1
C -2.340 2.773 1.175 0.1 0.0 0.0
C -3.230 -0.315 1.245 0.2 -0.1 0.0
N -1.896 -0.071 1.316 -0.1 0.0 -0.1
C -1.183 -0.388 2.437 0.2 -0.1 0.2
C -1.749 -0.764 3.684 0.0 0.0 -0.2
C -0.929 -1.034 4.752 0.1 0.0 0.0
C 0.457 -0.889 4.637 0.0 0.0 0.0
C 1.055 -0.433 3.451 0.0 0.0 0.1
C 0.219 -0.183 2.415 -0.2 0.0 0.0
F 0.722 0.331 1.238 0.1 0.0 -0.1
H -2.633 -4.596 0.489 0.0 0.0 0.0
H -2.971 -3.125 -0.438 0.0 0.0 0.0
H -4.284 -4.006 0.350 0.0 0.0 0.0
H -1.971 -2.665 1.820 0.0 0.0 0.0
H -4.470 -4.068 2.885 0.0 0.0 0.0
H -3.357 -3.155 3.899 0.0 0.0 0.0
H -2.804 -4.588 3.032 0.0 0.0 0.0
H -5.680 -2.585 1.855 0.0 0.0 0.0
H -7.048 -0.630 1.320 0.0 0.0 0.0
H -6.018 1.512 0.647 0.0 0.0 0.0
H -4.287 2.830 0.367 0.0 0.0 0.0
H -2.248 1.188 -1.309 0.1 -0.3 0.0
H -2.608 2.940 -1.517 0.0 0.0 0.0
H -3.808 1.653 -1.769 0.0 0.0 0.0
H -1.255 2.515 0.957 0.1 0.0 0.0
H -2.452 2.632 2.249 0.0 0.0 0.0
H -2.310 3.844 0.971 0.0 0.0 0.0
H -2.824 -0.780 3.793 0.0 0.0 0.0
H -1.356 -1.317 5.705 0.0 0.0 0.0
H 1.087 -1.084 5.496 0.0 0.0 0.0
H 2.121 -0.265 3.371 0.0 0.0 0.0
```
Forces are in eV/Å.

Output
- HOMO energy (spin up / spin down): -0.6727 / -0.6783 Ha
- Total energy: -1388.39193 a.u.
- Total charge: +3
- Frontier orbital gap (spin up / spin down): 5.76 / 6.00 eV

---

4.
# C14H25F6N2O6PPd

C14H25F6N2O6PPd as an isolated structure in a non-equilibrium geometry (the ωB97M-V functional and the def2-TZVPD basis, the OMol25 dataset).

Geometry as XYZ:
```
55
Properties=species:S:1:pos:R:3:forces:R:3
Pd -0.338 0.103 0.371 0.8 -0.3 0.9
C 3.995 -0.881 1.799 0.0 0.0 0.0
C 2.550 -0.487 1.640 0.1 -0.1 0.1
N 2.069 -0.124 0.515 -0.1 0.2 -0.2
O 2.966 -0.099 -0.535 -0.1 0.3 -0.2
C 1.682 -0.471 2.826 0.0 0.0 0.0
C 2.247 -0.701 4.199 0.0 -0.1 0.0
N 0.422 -0.165 2.656 -0.2 0.2 0.0
O -0.363 -0.110 3.684 0.1 0.0 0.0
H 4.404 -1.216 0.850 0.0 0.0 0.0
H 4.103 -1.662 2.554 0.0 0.0 0.0
H 4.588 -0.021 2.127 0.0 0.0 0.0
H 2.600 0.663 -1.139 0.1 -0.2 0.3
H 3.179 -0.148 4.360 0.0 0.0 0.0
H 2.462 -1.758 4.407 0.0 0.0 0.0
H 1.495 -0.366 4.912 0.0 0.0 0.0
C -3.940 0.974 -1.643 0.0 0.0 0.0
C -3.795 0.093 -0.416 0.0 0.0 0.0
O -3.208 -1.153 -0.742 0.0 0.0 0.1
P -1.528 -1.242 -0.643 -0.8 -0.3 -0.7
O -1.224 -1.579 -2.224 0.0 -0.1 -0.1
C -1.616 -2.749 -2.917 0.0 0.0 0.0
C -3.037 -2.670 -3.453 -0.1 0.0 0.0
O -1.508 -2.815 -0.129 0.0 0.1 0.1
C -1.046 -3.055 1.201 0.0 0.0 0.0
C -2.085 -2.694 2.243 -0.1 0.0 0.0
H -4.413 1.927 -1.385 0.0 0.0 0.0
H -4.544 0.480 -2.408 0.0 0.0 0.0
H -2.954 1.185 -2.061 0.0 0.0 0.0
H -4.771 -0.120 0.032 0.0 0.0 0.0
H -3.176 0.603 0.331 0.0 0.0 0.0
H -1.499 -3.625 -2.277 0.0 0.0 0.0
H -0.916 -2.849 -3.751 0.0 0.0 0.0
H -3.756 -2.612 -2.637 0.0 0.0 0.0
H -3.256 -3.553 -4.063 0.0 0.0 0.0
H -3.159 -1.780 -4.076 0.0 0.0 0.0
H -0.134 -2.482 1.383 0.0 0.0 0.0
H -0.804 -4.120 1.239 0.0 0.0 0.0
H -2.232 -1.613 2.263 0.0 0.0 0.0
H -1.737 -2.990 3.236 0.0 0.0 0.0
H -3.037 -3.186 2.027 0.0 0.0 0.0
C 1.704 2.892 0.299 0.1 0.1 0.4
C 1.887 3.057 -1.221 0.1 -0.3 -0.2
O 2.167 1.937 -1.900 0.0 0.0 0.1
C 0.592 3.695 -1.796 0.0 0.0 0.1
F 0.369 4.972 -1.358 0.0 0.1 0.0
F 0.583 3.766 -3.136 0.0 0.0 -0.1
F -0.489 2.991 -1.436 0.0 0.0 0.0
C 3.057 4.070 -1.422 -0.1 0.0 0.0
F 2.965 5.212 -0.684 0.0 0.1 0.0
F 4.226 3.512 -1.071 0.1 0.0 0.0
F 3.192 4.475 -2.701 0.0 0.0 -0.1
H 1.082 2.026 0.546 0.0 0.3 -0.3
H 1.301 3.785 0.781 0.0 0.0 -0.1
H 2.676 2.677 0.745 0.0 0.0 0.0
```
Forces are in eV/Å.

Output
- HOMO energy: -0.0288 Ha
- Total energy: -2177.86611 a.u.
- Total charge: -2
- Frontier orbital gap: 5.91 eV

---

5.
# C19H42P2SiSr

C19H42P2SiSr as an isolated structure in a non-equilibrium geometry (the ωB97M-V functional and the def2-TZVPD basis, the OMol25 dataset).

Geometry as XYZ:
```
65
Properties=species:S:1:pos:R:3:forces:R:3
P 0.457 -2.025 0.224 -0.1 3.5 1.5
P 0.148 1.391 0.332 0.1 -2.8 -0.3
C 0.075 -0.978 -1.233 -0.2 -0.9 -0.5
C 0.611 0.450 -1.167 0.2 0.9 -0.5
H -1.023 -0.976 -1.331 0.3 0.0 0.0
H 0.485 -1.532 -2.081 -0.2 0.4 -0.6
H 1.713 0.452 -1.205 -0.3 0.0 0.0
H 0.246 1.063 -1.995 0.2 -0.4 -0.6
C -1.487 1.969 0.139 -1.4 1.2 -0.7
H -1.764 2.610 0.994 0.2 -0.2 -0.3
H -2.246 1.170 0.067 0.5 0.2 0.0
H -1.491 2.562 -0.778 -0.7 0.3 -0.1
C 1.230 2.702 0.559 1.3 2.3 -0.5
H 1.191 3.292 -0.357 0.5 0.7 0.0
H 2.270 2.380 0.748 -0.5 0.0 -0.1
H 0.913 3.318 1.412 0.0 -0.2 -0.2
C -0.630 -3.350 0.283 -1.3 -2.2 -0.9
H -0.399 -4.068 1.087 0.0 0.4 -0.3
H -0.508 -3.826 -0.687 -0.5 -0.9 -0.1
H -1.681 -3.031 0.390 0.5 0.0 0.0
C 2.106 -2.584 0.079 1.4 -1.1 -0.7
H 2.864 -1.782 0.119 -0.5 -0.2 -0.1
H 2.167 -3.100 -0.882 0.7 -0.3 -0.1
H 2.332 -3.293 0.894 -0.1 0.3 -0.3
Sr 0.231 -0.301 2.338 -0.3 4.1 1.7
C 0.816 1.374 -5.197 0.4 0.5 0.5
C -0.489 1.417 -4.948 -0.2 0.5 0.3
C -1.612 0.608 -5.527 -0.2 -0.4 0.0
C -1.228 -0.717 -6.227 -0.5 0.2 -0.4
C -0.509 -1.678 -5.329 -0.5 -0.6 0.4
C 0.784 -1.739 -5.031 0.2 -0.5 0.3
C 1.928 -0.894 -5.509 0.2 0.4 0.0
C 1.571 0.476 -6.131 0.5 -0.2 -0.4
C 0.291 -1.955 3.645 0.1 -3.4 2.6
H 1.454 2.078 -4.626 -0.5 -0.4 -0.3
H -0.830 2.169 -4.215 0.2 -0.3 -0.3
H -2.193 1.228 -6.229 0.2 -0.1 0.2
H -2.312 0.371 -4.705 0.2 0.1 -0.2
H -2.174 -1.189 -6.569 0.5 0.2 0.2
H -0.658 -0.505 -7.139 -0.2 -0.1 0.3
H -1.169 -2.419 -4.833 0.5 0.5 -0.3
H 1.097 -2.540 -4.339 -0.2 0.4 -0.3
H 2.537 -1.465 -6.229 -0.2 0.1 0.2
H 2.595 -0.716 -4.646 -0.2 -0.1 -0.2
H 2.528 0.970 -6.401 -0.5 -0.2 0.1
H 1.037 0.328 -7.077 0.2 0.1 0.3
H 0.953 -1.568 4.412 0.2 -0.2 0.3
H 0.604 -2.869 3.244 0.4 -2.0 0.1
H -0.733 -1.973 4.003 -0.3 -0.3 0.3
C -2.593 0.956 5.811 0.1 0.1 0.1
Si -0.720 1.096 5.882 0.7 0.6 -0.7
C -0.260 2.545 7.005 -0.3 -0.2 0.1
C -0.049 -0.438 6.752 -0.2 0.1 -0.1
C 0.001 1.456 4.209 -0.1 0.1 0.4
H -2.989 0.810 6.825 -0.1 0.0 -0.3
H -2.870 0.103 5.179 -0.1 0.1 0.1
H -3.003 1.883 5.388 -0.1 -0.2 0.1
H -0.674 2.390 8.004 0.1 0.2 0.2
H 0.832 2.603 7.063 -0.2 0.1 0.0
H -0.656 3.473 6.573 0.1 -0.1 0.2
H -0.371 -1.346 6.231 0.2 0.1 0.1
H 1.047 -0.391 6.788 -0.2 -0.2 0.0
H -0.440 -0.476 7.777 0.1 0.0 -0.1
H -0.445 2.380 3.792 0.1 0.0 0.3
H 1.089 1.653 4.370 -0.3 0.1 -0.1
```
Forces are in eV/Å.

Output
- HOMO energy: -0.2056 Ha
- Total energy: -1751.79677 a.u.
- Frontier orbital gap: 5.54 eV

---

6.
# C6H12Si

A 2-piece molecular cluster, C6H12Si overall in a non-equilibrium geometry (the ωB97M-V functional and the def2-TZVPD basis, the OMol25 dataset).

Geometry as XYZ:
```
19
Properties=species:S:1:pos:R:3:forces:R:3
C -3.115 0.014 -0.299 1.1 0.1 0.7
C -2.216 0.899 -0.635 1.6 -0.2 -0.5
C -0.007 -0.082 1.746 0.5 -0.8 1.5
C -0.112 1.128 0.965 -1.1 0.1 -2.3
C 0.423 -1.360 -1.077 2.6 1.9 0.7
C 2.978 0.509 -0.137 -3.6 1.2 0.6
Si 1.075 0.019 0.158 0.8 -0.5 0.1
H -4.038 -0.288 -0.753 -0.3 0.0 -0.5
H -2.785 -0.557 0.560 -0.6 -0.2 0.7
H -1.851 1.312 -1.582 -0.7 0.5 0.6
H 0.112 -0.079 2.871 0.0 0.1 -1.4
H -0.787 -0.771 1.434 -0.1 -0.6 0.3
H -0.341 2.109 1.277 0.0 0.9 0.3
H 1.239 -2.001 -1.464 -0.7 0.3 0.3
H -0.335 -1.832 -0.536 -1.1 -1.1 0.6
H 0.007 -0.738 -1.825 -0.6 0.2 -1.2
H 3.257 1.389 0.441 0.2 -0.3 -0.1
H 3.504 -0.350 0.042 1.8 -2.0 0.7
H 2.992 0.679 -1.187 0.2 0.5 -1.0
```
Forces are in eV/Å.

Output
- HOMO energy (spin up / spin down): -0.2656 / -0.2862 Ha
- Total energy: -525.07217 a.u.
- Frontier orbital gap (spin up / spin down): 7.86 / 8.35 eV